This record from the OMol25 dataset describes an isolated molecule of C4H9NO2. The level of theory is ωB97M-V/def2-TZVPD.

```
16
Properties=species:S:1:pos:R:3:forces:R:3:mulliken_charge:R:1
C 0.94732 2.00132 0.97884 0.13 0.05 0.15 -0.73
N -0.04425 1.87085 -0.08964 -0.01 -0.11 -0.10 -0.48
C -1.15588 1.01003 0.22267 -0.02 -0.92 -0.05 -0.60
C -0.62344 -0.49066 -0.21998 0.59 0.33 -0.46 0.86
O 0.36520 -0.44841 -0.92768 -0.18 -0.14 0.05 -0.61
O -1.14131 -1.70370 0.04510 -0.15 0.48 0.19 -0.37
C -0.36416 -2.77958 -0.57810 -0.06 0.00 0.06 -0.61
H 0.47758 1.95514 1.96951 0.02 0.03 -0.20 0.29
H 1.45321 2.97082 0.90424 -0.09 -0.18 -0.02 0.25
H 1.71769 1.21802 0.93089 -0.11 0.04 0.09 0.26
H 0.39894 1.29556 -0.82036 0.16 1.10 0.00 0.38
H -1.99950 1.29083 -0.42691 0.15 -0.52 0.11 0.26
H -1.48853 1.17707 1.25857 0.14 -0.69 -0.27 0.32
H -0.76387 -3.72777 -0.21446 -0.17 0.35 0.08 0.22
H 0.69400 -2.69482 -0.31714 -0.27 0.05 0.08 0.28
H -0.43572 -2.73624 -1.66999 -0.13 0.12 0.28 0.27
```
Forces are in eV/Å.

The calculation puts the HOMO energy at -8.978 eV. The energy relative to the best compared isomer or geometry (same formula, charge and spin) comes out at 2.1177 eV. The charge is 0. For the orbital gap, the calculation gives 9.912 eV. The LUMO energy comes out at 0.934 eV. As for the total energy: -363.00771 Ha.